Record 1
C63H68MoN5O2PSe as an isolated structure at a distorted geometry, computed with ωB97M-V with the def2-TZVPD basis set.

The total charge is 0. The HOMO-LUMO gap (alpha / beta) is 6.11 / 5.25 eV. The energy relative to the best compared isomer or geometry (same formula, charge and spin) is 1.0 kcal/mol. The LUMO energy (alpha / beta) is -0.54 / -1.50 eV. Its strongest force on any atom is 0.0224 hartree/bohr. Its multiplicity is 3.

Last column: Mulliken spin population.
Geometry (Å):
H  1.45  5.16  2.81  0.002
H  -5.96  2.65  -3.53  -0.001
H  5.03  -5.12  -0.77  0.000
C  4.34  -4.30  -0.94  0.000
H  -0.14  -4.06  -4.35  0.000
C  -4.71  0.15  -1.59  -0.073
C  2.79  -5.24  0.78  0.000
H  -1.56  6.48  0.03  -0.001
C  1.10  -1.05  4.66  0.015
C  -4.27  2.85  -2.25  0.067
H  -0.03  -1.55  -4.61  0.000
H  1.79  -2.62  7.68  0.000
C  4.62  -0.64  -2.30  0.002
H  2.53  -1.32  3.07  -0.002
H  -1.70  -3.48  2.16  0.000
H  -2.52  -3.27  -1.56  0.001
H  1.59  4.34  -4.81  0.001
C  2.90  -4.75  -0.67  0.000
H  -5.14  -0.18  0.94  0.002
C  -1.22  4.37  0.20  -0.032
C  -0.83  0.38  4.09  0.010
C  -1.72  2.09  -5.47  0.003
H  2.07  1.40  -5.35  0.000
C  -2.46  -2.77  1.88  0.002
P  1.17  2.34  -2.67  -0.020
C  -5.31  2.16  -2.82  -0.033
C  0.04  -2.51  -2.01  0.006
H  -1.61  1.45  -7.52  0.000
H  2.46  -4.01  5.77  0.000
H  -2.19  2.72  3.19  0.002
H  -2.62  -0.58  5.95  0.000
C  1.95  -3.57  -0.87  0.001
H  1.76  -5.52  1.01  0.000
C  1.21  -1.98  7.02  0.000
H  1.37  -0.44  -3.21  -0.002
H  0.81  1.02  -7.44  0.000
H  2.67  -5.63  -2.65  0.000
C  -2.43  -2.48  -2.31  0.000
H  -2.53  2.52  6.18  0.000
C  1.24  -1.36  -0.27  0.007
H  -6.33  0.27  -2.95  0.003
C  2.59  1.22  -2.62  0.025
C  -0.97  5.72  0.51  0.023
C  1.93  -3.36  5.08  0.001
H  1.16  -0.99  7.48  0.000
C  0.91  -3.57  -1.80  -0.002
C  0.86  -0.15  2.45  -0.001
C  2.73  6.65  -2.63  0.003
H  0.94  2.83  2.13  -0.001
Mo  -0.87  1.44  -0.11  1.304
C  1.58  -0.88  3.36  0.001
H  5.83  1.02  -1.70  0.000
C  2.58  -5.91  -1.60  0.000
H  4.45  -3.96  -1.96  0.000
H  -1.00  -0.49  -3.58  -0.001
C  2.66  5.91  -1.46  0.004
C  4.86  0.70  -2.03  0.001
C  -1.66  2.00  5.78  0.002
H  2.91  -2.34  0.61  0.002
H  0.19  7.04  1.71  0.001
C  -1.07  -3.91  -3.81  -0.001
H  4.04  2.68  -1.98  0.001
C  0.30  1.39  -6.56  0.000
H  1.57  -6.29  -1.44  0.000
H  3.09  -4.47  1.48  0.000
H  0.92  -3.76  4.94  0.000
H  -1.54  2.63  -3.41  0.036
H  4.63  -3.48  -0.28  0.000
H  3.42  -6.11  0.94  0.000
C  2.35  6.08  -3.83  0.000
C  1.89  4.78  -3.87  0.001
C  -1.02  2.31  -4.30  -0.019
H  -3.25  -2.59  -3.02  0.000
H  -1.78  -1.52  -4.78  0.000
H  -3.23  1.35  2.79  0.005
H  -5.75  -2.11  2.30  0.000
H  -1.20  1.45  6.60  0.000
H  -1.88  -3.90  -4.54  0.000
H  -2.52  -1.52  -1.81  0.009
H  3.09  7.67  -2.60  0.000
C  3.85  1.63  -2.19  0.001
H  -4.89  -0.89  -1.36  -0.002
C  3.29  -1.39  5.80  0.001
H  -4.07  3.88  -2.47  0.003
H  2.95  6.35  -0.51  0.000
H  -2.79  2.27  -5.50  0.000
C  1.01  1.60  -5.39  -0.003
C  -3.43  2.17  -1.35  -0.064
C  2.19  4.61  -1.49  -0.016
Se  1.52  0.25  0.71  -0.005
C  -2.12  -1.70  1.08  0.022
C  -1.06  1.63  -6.60  0.001
C  -3.06  0.02  5.16  0.001
H  2.44  -3.39  4.12  0.000
C  -0.08  -0.40  4.98  -0.009
C  1.87  -1.93  5.64  -0.001
H  3.84  -2.00  6.52  0.000
H  -3.95  0.50  5.56  0.000
C  0.70  4.97  2.06  0.052
H  -4.04  -3.79  2.93  0.000
C  0.42  3.68  1.69  0.030
H  3.28  -0.36  6.17  0.000
C  -4.39  -0.91  1.19  -0.011
N  -2.24  4.03  -0.63  0.287
C  -1.09  -2.59  -3.03  0.001
C  -2.83  1.94  3.61  0.003
H  2.40  6.66  -4.74  0.000
O  -1.06  1.04  1.81  -0.043
C  3.37  -1.05  -2.74  -0.002
H  5.40  -1.37  -2.16  0.000
C  -5.52  0.81  -2.48  0.069
C  -0.01  6.01  1.44  0.013
H  -0.95  2.75  5.43  0.000
C  2.10  -2.43  -0.11  -0.003
H  -1.10  -1.59  0.74  -0.034
N  0.17  2.14  -1.49  0.126
C  -3.08  -0.76  0.71  0.006
H  -3.66  2.42  4.12  0.001
H  -1.23  -4.77  -3.16  0.000
C  0.19  -1.35  -1.20  -0.007
H  3.17  -2.09  -2.93  0.000
H  -3.36  -0.65  4.36  0.000
N  -2.74  0.32  -0.10  -0.031
H  0.79  -4.44  -2.42  0.000
C  1.81  4.03  -2.70  0.020
C  -0.96  -1.46  -4.06  0.002
H  3.27  -6.73  -1.42  0.000
O  -0.59  -0.32  -1.35  -0.038
C  2.35  -0.12  -2.90  -0.001
C  -4.73  -2.01  1.96  0.002
N  -2.36  2.73  -0.68  0.159
H  -0.46  -0.48  5.98  -0.001
C  -3.77  -2.95  2.31  -0.004
H  0.20  -2.38  6.97  0.000
C  0.35  2.06  -4.25  -0.001
C  -3.63  0.82  -0.99  0.056
H  2.10  4.04  -0.58  -0.002
C  -2.08  1.07  4.63  -0.002
N  -0.51  3.38  0.77  0.059
C  -0.37  0.44  2.77  0.014
H  3.84  -1.41  4.86  0.000

=====

Record 2
One molecule with the formula C19H30N2O2, computed with ωB97M-V with the def2-TZVPD basis set.

The total charge is 0. The HOMO-LUMO gap is 8.36 eV. The energy relative to the best compared isomer or geometry (same formula, charge and spin) is 42.0 kcal/mol. The LUMO energy is 0.80 eV. Its strongest force on any atom is 0.0090 hartree/bohr. Its multiplicity is 1.

Last column: Mulliken charge in e.
Geometry (Å):
C  1.92  -0.79  -1.69  0.945
H  -0.75  0.12  -1.24  0.634
C  -5.64  0.17  3.09  -0.462
C  -0.62  0.90  2.46  -1.508
H  2.36  1.37  -3.34  0.262
C  1.35  -2.21  -1.71  -1.140
N  -1.58  -0.09  2.04  0.133
C  -1.08  0.52  -0.28  -0.911
C  3.62  -3.16  -1.26  -0.735
H  3.81  0.18  -2.11  0.392
H  0.35  0.40  2.53  0.404
C  -3.44  1.15  3.04  -0.410
C  -5.14  -0.95  2.44  -0.665
H  0.31  -2.18  -1.38  0.227
N  -0.10  1.49  0.17  0.506
H  -5.15  2.08  3.91  0.361
C  4.20  -1.75  -1.25  -0.826
H  3.42  -1.17  -3.18  0.321
H  -1.45  2.59  1.38  0.440
O  2.10  3.46  -1.99  -0.631
C  -4.78  1.20  3.40  -0.814
H  1.74  -4.14  -0.84  0.399
C  -3.81  -1.01  2.08  -0.173
C  1.41  1.31  -2.79  -0.878
H  2.11  -2.79  0.22  0.304
H  -0.21  -1.09  0.86  0.191
C  0.20  2.51  -0.83  -1.246
C  3.38  -0.82  -2.15  -0.760
H  4.21  -3.81  -0.60  0.360
H  0.28  2.75  1.78  0.547
H  5.23  -1.77  -1.59  0.356
H  -6.68  0.22  3.37  0.387
H  0.31  3.47  -0.34  0.459
H  0.62  1.68  -3.44  0.579
H  -3.44  -1.91  1.60  0.421
H  1.37  -2.58  -2.73  0.360
H  1.51  3.88  -2.63  0.370
H  -5.79  -1.78  2.20  0.357
C  -1.19  -0.61  0.75  -1.118
H  -0.62  2.60  -1.57  0.420
C  2.16  -3.14  -0.81  -0.615
H  -0.87  1.28  3.45  0.557
H  -1.91  -1.35  0.40  0.291
C  -0.49  2.05  1.45  -0.497
H  3.68  -3.57  -2.27  0.330
H  4.19  -1.36  -0.23  0.335
C  -2.92  0.04  2.36  0.974
C  1.53  2.24  -1.57  0.367
H  -2.82  1.99  3.28  0.240
H  2.24  1.83  -0.85  0.188
H  -2.08  0.98  -0.40  0.427
O  1.06  -0.03  -2.54  -0.506
H  1.87  -0.39  -0.67  0.052

=====

Record 3
C12H43F3N21O11S as an isolated structure at a distorted geometry, computed with ωB97M-V with the def2-TZVPD basis set.

The total charge is -1. The HOMO-LUMO gap is 4.57 eV. The LUMO energy is 1.81 eV. Its strongest force on any atom is 0.2190 hartree/bohr. Its multiplicity is 1.

Last column: Mulliken charge in e.
Geometry (Å):
H  2.22  8.29  -3.31  0.153
C  -0.55  -0.31  -6.02  0.639
H  5.50  0.86  11.53  0.141
N  -3.18  0.97  -3.56  -0.139
H  -1.77  -0.45  -0.23  0.203
O  -0.16  -3.19  -6.46  -0.704
F  5.21  0.95  5.94  -0.307
H  -2.77  -1.98  -5.06  0.014
N  1.38  -5.48  7.34  -0.371
H  -0.61  2.65  -2.57  0.223
H  4.04  1.74  11.81  0.226
H  4.01  -6.26  5.66  0.222
H  -6.25  -3.10  -7.23  0.139
H  -5.93  -0.95  -4.43  0.258
H  2.85  6.80  -2.69  0.170
H  2.47  4.82  -0.40  0.163
O  1.04  3.63  -2.07  -0.727
H  4.64  -0.07  8.22  0.205
N  -1.70  -1.39  0.10  -0.299
H  0.64  -4.80  7.33  0.234
H  -6.73  -1.20  -5.95  0.154
H  -5.02  -4.19  -6.67  0.225
N  4.94  0.17  9.16  -0.310
C  -5.81  -1.25  -1.53  0.725
N  -4.78  -1.54  -0.70  -0.224
N  -6.08  -1.51  -5.26  -0.315
H  -0.06  -0.84  2.86  0.086
C  4.64  -0.12  5.28  0.815
H  0.40  -1.05  -4.30  0.189
F  5.52  -0.41  4.29  -0.312
C  -2.32  1.51  -2.65  0.597
H  -7.79  -1.61  -1.83  0.234
H  -7.14  -2.43  -0.44  0.148
H  3.40  -7.01  7.10  0.144
O  -4.50  -2.99  -4.59  -0.714
F  4.78  -1.14  6.19  -0.299
O  -5.69  -0.49  -2.49  -0.778
H  2.46  -0.43  6.70  0.368
C  -1.19  -3.16  -5.78  0.496
H  -1.59  -1.21  -6.09  0.178
N  -0.54  -0.72  1.97  -0.093
H  -2.08  -2.14  -0.44  0.216
H  -0.37  -1.33  -7.76  0.262
H  3.79  5.12  -1.47  0.191
H  -3.10  1.12  -4.56  0.198
N  -0.19  -0.35  -4.71  -0.252
N  -5.58  -3.36  -6.54  -0.411
O  3.03  1.33  9.59  -0.612
O  -1.03  -2.93  1.62  -0.678
N  3.15  9.73  -1.40  -0.403
C  2.20  0.29  5.90  -0.379
N  2.77  4.00  -3.50  -0.367
H  3.70  4.33  -3.67  0.182
O  -2.38  1.22  -1.46  -0.722
H  -0.62  0.21  1.62  0.136
H  -4.87  -2.12  0.11  0.158
N  4.61  1.19  11.20  -0.407
N  -1.68  -4.27  -5.15  -0.302
N  -7.01  -1.82  -1.22  -0.447
H  -1.15  -5.11  -5.22  0.235
H  1.56  -2.24  5.45  0.081
H  1.42  -6.16  8.08  0.150
O  3.97  7.73  -0.71  -0.622
N  2.74  7.79  -2.61  -0.334
C  2.16  4.09  -2.27  0.634
N  -1.34  2.30  -3.17  -0.339
H  -3.91  -1.06  -0.86  0.128
H  0.45  -2.10  -6.44  0.282
C  -5.35  -2.64  -5.40  0.676
N  1.00  0.15  5.32  -0.601
H  2.62  10.27  -2.05  0.158
C  4.11  0.92  9.94  0.588
N  -0.10  -1.34  -6.80  -0.573
N  -1.93  -2.03  -5.62  -0.074
H  5.83  -0.15  9.48  0.149
O  2.22  -4.55  5.47  -0.564
O  3.46  0.07  4.83  -0.369
H  -3.90  0.36  -3.21  0.077
N  3.32  -6.32  6.38  -0.414
H  -0.58  0.38  -4.14  0.173
O  -1.27  0.58  -6.46  -0.691
H  3.57  10.17  -0.60  0.228
C  2.30  -5.39  6.34  0.586
H  2.36  1.32  6.25  0.276
C  3.33  8.38  -1.52  0.630
C  -1.07  -1.76  1.28  0.446
S  0.48  -1.48  5.15  -0.262
H  2.27  3.52  -4.22  0.191
H  -2.52  -4.25  -4.60  0.183
N  2.87  4.73  -1.31  -0.375
H  -1.29  2.50  -4.15  0.227

=====

Record 4
C25H28F5NiO2S as an isolated structure at a distorted geometry, computed with ωB97M-V with the def2-TZVPD basis set.

The total charge is -1. The HOMO-LUMO gap (alpha / beta) is 6.07 / 6.07 eV. The energy relative to the best compared isomer or geometry (same formula, charge and spin) is 11.9 kcal/mol. The LUMO energy (alpha / beta) is 2.40 / 2.40 eV. Its strongest force on any atom is 0.0849 hartree/bohr. Its multiplicity is 3.

Last column: Mulliken spin population.
Geometry (Å):
H  2.78  -0.74  -4.57  0.000
C  1.10  2.32  2.54  0.055
C  -4.20  -5.33  3.71  0.000
O  1.10  -0.50  -3.34  0.000
H  1.31  3.37  2.71  0.008
C  1.25  0.17  1.69  0.033
H  3.29  2.13  -0.32  -0.003
H  3.62  -2.50  -3.28  0.000
H  -0.11  -1.61  -2.06  0.001
H  0.13  1.66  -3.04  -0.001
C  1.85  1.47  1.67  0.049
H  1.57  -3.09  -1.36  0.000
H  -2.10  -0.61  1.05  0.007
H  3.28  3.64  -2.11  0.000
C  -2.25  -3.82  2.30  0.000
C  0.14  1.51  3.21  0.110
C  1.15  3.13  -1.80  -0.004
F  -4.43  -3.54  5.26  0.000
H  -1.19  0.42  -1.26  0.019
C  -2.90  -3.31  3.46  0.000
H  -0.81  3.18  -2.74  0.000
H  1.81  4.70  -0.51  -0.001
C  -1.37  2.42  -0.22  0.033
C  -2.15  1.54  1.75  0.139
H  2.62  2.36  -3.24  0.000
C  -3.85  -4.05  4.15  0.000
H  -0.50  1.84  4.02  -0.002
H  -0.33  -0.69  3.01  0.002
F  -3.93  -7.10  2.14  0.000
H  -1.27  3.14  -1.01  0.023
F  -5.11  -6.05  4.39  0.000
C  -1.90  0.45  0.86  0.072
H  1.15  5.25  -2.08  0.000
H  2.15  -3.44  -3.63  0.000
H  1.59  -0.70  1.13  0.017
H  2.64  0.79  -1.40  -0.001
O  1.17  2.15  -0.69  0.046
C  2.53  -2.48  -3.26  0.000
F  -2.59  -2.07  3.89  -0.001
C  1.97  -1.35  -4.14  0.000
H  -1.86  3.76  1.48  0.016
C  -1.78  2.75  1.10  0.098
H  2.76  -1.78  -1.21  0.000
H  1.37  -1.77  -4.97  0.000
C  -2.64  -5.12  1.88  0.000
H  -2.61  1.46  2.74  -0.002
C  2.58  2.82  -2.25  0.002
C  1.98  -2.20  -1.85  0.000
C  2.57  1.84  -1.10  -0.003
S  -1.07  -2.95  1.48  -0.002
H  0.88  -0.37  -1.28  -0.012
H  0.03  4.69  -0.81  0.000
H  0.56  3.18  -3.85  0.000
C  1.02  4.53  -1.26  -0.002
C  0.23  0.19  2.68  0.135
C  0.89  -1.14  -2.07  0.009
C  -3.59  -5.86  2.57  0.000
Ni  -0.10  1.54  1.07  1.107
H  2.81  1.72  1.26  0.014
F  -2.06  -5.65  0.79  0.000
C  0.19  2.75  -2.91  0.004
C  -1.40  0.99  -0.36  0.035

=====

Taking the records one at a time from the top gives calculated total energy values of -154474.4310, -27264.7318, -85950.7746, -95935.8217 eV.